(1)
{
  "formula": "C36H28F12N6O2ReS3",
  "method": "ωB97M-V/def2-TZVPD",
  "species": ["H", "H", "F", "H", "H", "N", "H", "H", "C", "C", "C", "F", "H", "C", "C", "C", "H", "C", "S", "H", "C", "C", "C", "H", "F", "C", "C", "C", "H", "C", "F", "H", "C", "H", "N", "C", "Re", "F", "F", "H", "H", "N", "C", "C", "H", "C", "H", "C", "C", "H", "H", "H", "N", "C", "S", "O", "F", "N", "C", "F", "C", "C", "H", "C", "S", "C", "H", "H", "H", "C", "C", "H", "C", "C", "C", "H", "F", "C", "N", "C", "O", "H", "F", "F", "H", "C", "C", "F"],
  "positions_angstrom": [[-0.55, 0.60, -4.38], [-6.07, -0.10, -0.04], [-3.43, -3.68, -0.48], [-4.52, -1.47, -5.82], [0.81, -1.72, -4.41], [0.51, 0.61, 1.74], [5.45, -0.03, -5.49], [5.21, 5.28, 3.90], [1.46, -0.29, 2.34], [-2.86, -2.08, -2.90], [3.37, -2.04, 3.32], [4.69, 1.34, -0.97], [-4.22, -3.09, -5.19], [3.51, 5.02, 5.17], [-0.61, -3.59, -1.00], [3.59, 2.06, -0.78], [1.99, -3.60, 2.82], [2.34, 1.30, -1.26], [-4.27, 1.48, 0.01], [4.94, 1.65, -5.65], [1.51, -0.92, -4.21], [3.42, 1.00, -3.55], [2.53, -0.66, -5.08], [4.01, 5.36, 6.06], [3.50, 2.32, 0.53], [1.21, -1.66, 2.32], [1.40, -0.20, -2.99], [-1.47, -2.32, -0.81], [-5.25, -1.98, -4.29], [1.54, 4.22, 4.06], [3.69, 3.22, -1.44], [4.12, -2.72, 3.71], [-0.53, 2.61, 2.42], [-2.55, -0.10, -5.63], [0.34, -0.40, -2.16], [-6.79, 1.66, 1.05], [0.30, 0.09, -0.15], [0.35, 2.44, -2.05], [1.08, 3.03, -0.09], [1.63, 4.72, 6.16], [4.31, 0.41, -6.76], [0.16, 3.95, 4.24], [2.20, 4.17, 2.83], [-2.32, -0.57, -4.68], [2.83, 1.28, 2.86], [2.18, -2.53, 2.82], [1.70, 3.87, 1.92], [2.66, 0.22, 2.86], [-2.77, -2.63, 0.00], [4.17, 1.74, -3.33], [-7.32, 0.93, 1.66], [0.26, -2.05, 1.99], [0.27, 1.65, 2.55], [-4.35, -2.04, -4.91], [-3.38, 3.25, 2.37], [2.15, 0.16, -0.40], [-0.37, -4.20, 0.16], [-0.73, 3.40, 3.59], [-4.55, 2.35, 1.45], [-3.58, -1.55, -0.04], [-6.03, 0.99, -0.10], [3.52, 4.57, 2.79], [-6.08, 2.86, 2.70], [0.98, 1.97, -0.96], [-1.68, 3.18, 1.16], [2.43, 0.73, -2.64], [4.05, 4.56, 1.85], [2.62, -1.23, -5.99], [4.53, -0.28, 3.75], [-0.85, -0.78, -2.76], [4.60, 0.62, -5.73], [-0.19, 4.34, 5.11], [4.18, 4.98, 3.95], [-3.15, -1.55, -4.16], [2.18, 4.66, 5.22], [-3.52, -2.84, -2.50], [-2.47, -2.87, 1.27], [3.49, 0.33, -4.79], [-5.79, 2.35, 1.88], [-1.76, -1.69, -2.17], [-0.75, -1.48, 0.03], [-7.51, 2.39, 0.69], [0.58, -3.22, -1.53], [-1.19, -4.45, -1.85], [-6.40, 1.30, -1.07], [3.60, -0.66, 3.35], [-1.18, -0.19, -4.00], [-1.37, 0.90, -0.53]],
  "e_tot_ha": -4337.91995,
  "multiplicity": 1,
  "homo_energy_ev": [-15.4, -15.4],
  "max_force_ha_per_bohr": 0.014,
  "molar_mass_g_mol": 1087.04,
  "charge": 3
}

---

(2)
{
  "formula": "C36H28F36N10O24S12",
  "method": "ωB97M-V/def2-TZVPD",
  "species": ["F", "O", "H", "C", "F", "F", "H", "C", "C", "S", "H", "F", "S", "F", "F", "C", "F", "N", "F", "H", "C", "H", "C", "H", "F", "O", "N", "C", "F", "F", "O", "O", "C", "N", "F", "C", "F", "H", "C", "F", "C", "N", "H", "H", "C", "O", "S", "C", "C", "H", "S", "H", "C", "S", "H", "F", "F", "H", "F", "O", "C", "C", "H", "F", "O", "F", "S", "O", "C", "O", "C", "F", "C", "H", "N", "F", "H", "O", "O", "H", "H", "F", "C", "C", "H", "O", "C", "S", "C", "F", "H", "C", "C", "O", "C", "O", "S", "H", "S", "C", "H", "F", "N", "F", "C", "F", "C", "S", "O", "N", "F", "O", "O", "F", "C", "F", "H", "F", "F", "O", "O", "F", "F", "N", "F", "H", "F", "O", "C", "C", "O", "H", "C", "S", "O", "S", "H", "H", "O", "O", "N", "H", "C", "F", "N", "C"],
  "positions_angstrom": [[2.21, 4.21, -4.98], [0.55, -2.04, 2.20], [3.08, -1.56, 4.30], [4.11, 0.40, -6.98], [4.25, 0.79, 3.28], [-5.33, -5.49, -0.56], [2.69, -1.45, -2.95], [-5.55, -1.60, 8.68], [1.13, 2.03, 4.76], [-4.63, 0.20, 8.50], [1.65, -6.44, 6.20], [-6.62, -2.07, -3.03], [-2.80, 0.28, 6.74], [3.47, -3.30, -1.95], [-0.84, -5.33, 1.06], [1.11, 0.14, -1.14], [-4.41, -1.50, -2.67], [3.17, 0.26, -5.86], [-1.20, 3.70, -3.17], [1.63, 0.23, 3.74], [-1.56, -1.05, -6.53], [1.66, 4.42, 6.17], [0.70, 1.90, 7.05], [0.57, -4.51, 7.40], [-1.48, -0.29, 4.41], [1.76, 5.72, -7.61], [2.12, -4.36, 5.88], [-0.88, -4.01, 1.19], [-4.31, -5.48, 1.28], [1.60, 2.25, -11.02], [1.13, -4.41, 2.83], [-3.99, -2.75, -0.31], [1.38, 0.64, 4.71], [1.72, -3.59, 0.34], [-0.88, 2.96, 1.45], [-5.77, -1.11, -2.53], [-5.02, -2.56, 7.95], [-2.66, -0.91, 1.03], [3.53, -0.60, -4.82], [-1.17, -1.70, -5.45], [-5.33, -4.97, 0.62], [-1.92, 1.37, -5.46], [3.58, -3.91, 4.34], [0.55, 0.10, 0.97], [2.91, 2.27, -10.73], [3.59, 1.93, -0.37], [-6.19, -0.92, -0.63], [1.22, 1.02, -4.71], [2.62, -0.69, -3.73], [0.29, 4.39, 4.99], [-2.83, 0.39, -6.19], [3.38, -5.98, 6.57], [2.79, -3.56, 4.99], [-3.04, 2.35, -4.54], [-0.12, 4.35, 6.68], [3.56, 2.24, -11.94], [-1.22, -3.50, -0.08], [1.98, 1.76, -6.64], [-0.48, -0.61, -7.20], [-7.40, -0.13, -0.62], [0.78, -2.58, 6.60], [1.23, -0.21, 5.81], [0.40, 2.42, 7.95], [5.29, -3.44, -0.85], [-3.91, -0.18, -5.40], [-2.16, -1.95, -7.31], [0.83, -3.45, 1.81], [-3.21, 0.79, -7.50], [1.47, 0.15, -3.67], [-3.56, 0.13, 9.51], [4.09, -2.98, -0.81], [-1.13, 4.25, -5.22], [-1.95, 3.95, -4.22], [2.66, -6.09, 4.92], [0.71, 2.58, 5.87], [-5.52, -1.95, 9.94], [-0.02, -2.18, 7.21], [-5.71, 1.16, 8.80], [-5.16, -0.23, 0.16], [4.92, 1.10, -6.81], [1.15, 2.68, 3.90], [-6.48, -5.27, 1.27], [2.50, -2.20, 4.94], [2.11, 1.04, -5.84], [-2.71, 0.02, -1.53], [3.57, -5.19, 0.62], [1.13, -3.93, 6.68], [3.01, 5.03, -7.54], [1.52, -1.68, 5.79], [-2.65, 4.99, -3.96], [0.27, 1.52, -4.62], [0.65, 4.06, 5.96], [4.09, 0.62, 1.96], [4.51, 3.25, 1.49], [0.93, 0.51, 7.06], [-1.93, -0.70, 7.42], [3.40, 3.85, -9.66], [-1.27, -0.01, -3.58], [3.56, 2.27, 1.06], [-2.70, -0.20, 4.78], [4.48, -0.60, -7.23], [-1.81, -3.81, 2.13], [-4.30, 0.13, 6.83], [-6.88, -1.47, 8.40], [-0.23, 3.66, 0.51], [-5.92, 0.01, -3.13], [3.35, 4.48, -5.67], [1.58, 4.00, 1.25], [-5.13, -2.52, 1.88], [-6.49, -2.57, -0.18], [3.99, -1.63, -0.69], [3.71, -3.07, 1.95], [-2.37, 1.68, 6.84], [4.01, 5.47, -5.07], [-1.64, -0.08, -1.48], [5.20, 0.16, 1.33], [3.66, 0.86, -7.86], [3.16, -0.31, 1.74], [3.26, 1.10, -10.09], [2.43, 4.67, 0.21], [1.36, 4.71, 2.51], [-0.87, 4.88, 0.45], [-3.25, 0.77, 4.07], [2.91, 3.49, -8.29], [-3.24, -1.38, 4.52], [-2.83, 0.77, 0.71], [4.08, 3.37, -5.60], [2.68, 4.94, -10.33], [-2.08, 0.00, 0.91], [-0.81, -0.06, -2.60], [4.80, 3.96, -9.80], [-1.60, 0.36, 1.82], [2.49, -5.80, 5.96], [-5.19, -2.99, 0.49], [-4.18, 2.88, -5.28], [3.16, -3.76, 0.78], [0.76, -0.08, 7.95], [2.18, 0.21, -1.00], [4.19, 5.88, -7.86], [-3.33, 1.74, -3.24], [-1.16, -0.03, -0.24], [4.42, -1.21, -4.89], [0.59, 0.05, -2.47], [-0.22, 2.90, -0.63], [2.10, 2.31, 1.57], [0.23, 0.03, -0.06]],
  "e_tot_ha": -12115.11002,
  "multiplicity": 1,
  "homo_energy_ev": -5.4,
  "max_force_ha_per_bohr": 0.144,
  "molar_mass_g_mol": 2053.40,
  "charge": -2,
  "e_above_lowest_ev": 2.5068
}